Here is C31H27FeN3O11Si as an isolated structure from the Open Molecules 2025 dataset. Energies are from ωB97M-V with the def2-TZVPD basis set.

Structure (XYZ):
```
74
Properties=species:S:1:pos:R:3:mulliken_charge:R:1
C 2.30309 2.36017 2.98960 -0.073
H -2.12611 -4.29505 -0.66133 0.350
O -3.88164 0.77237 0.23995 -0.711
O -1.72275 0.44660 -0.05374 0.147
H 1.27145 -0.32124 -2.09749 0.713
C -1.70051 3.77414 -2.71148 0.040
H -0.67104 2.64088 -1.21890 0.655
O 1.88760 2.79036 4.04387 -0.665
H 1.29364 -0.73415 2.63784 0.471
H -5.07022 -0.92582 -2.75484 0.484
C -4.13255 -3.77439 -1.18019 -0.649
C 1.57947 1.67193 1.90429 1.110
H 0.08456 -3.60540 0.36062 0.033
C -2.85933 4.10260 -3.37262 -0.608
H -1.53473 -0.78232 1.82685 -0.133
H -0.46572 -1.45921 3.87898 0.389
H -0.34943 0.22981 -2.59754 0.697
H -4.55062 -4.67680 -0.74970 0.377
C 0.22171 -3.39808 3.23922 -0.691
H -2.87950 4.83715 -4.15992 0.573
H 0.31844 -3.81681 4.24351 0.459
O -6.28344 3.10561 -3.31424 -0.791
N -5.22867 3.73106 -3.65009 0.887
C -4.00189 2.48367 -1.96635 -0.998
C 1.42304 -1.57437 1.95602 -1.580
C 1.58137 -2.88560 2.73041 -0.791
C 0.10741 -4.64466 -4.94394 -0.709
O 4.67871 2.91914 3.10684 -0.632
C 3.84516 1.64208 1.19443 -0.129
H 1.50276 -2.73438 -0.18279 0.600
C 3.76286 2.39516 2.52207 0.491
C -1.62061 2.81859 -1.70412 -0.681
H 3.37848 -4.34906 -4.13441 0.381
C -1.00724 -1.73393 1.80629 -0.587
N -0.45795 4.47015 -3.10543 1.104
C -4.04774 3.44335 -2.99815 -0.351
C -3.05651 -1.46756 -2.26705 -0.265
C -2.20171 -2.39068 -1.66523 0.508
C -2.84005 1.08356 -0.30394 -0.239
H -0.54065 -5.10348 -5.68080 0.381
H -6.03632 -2.99411 -1.79271 0.355
C -0.79941 -2.26694 3.22228 -0.991
H 2.26462 -2.70740 3.56401 0.495
H 2.31549 -1.36227 1.36597 0.440
O 0.56607 4.18065 -2.51369 -0.644
O -5.22368 4.60753 -4.57254 -0.802
H 2.05515 -3.63858 2.09658 0.237
H -1.64175 -2.42416 1.24627 0.451
H 2.41238 -2.98227 -2.34651 0.279
H -1.76549 -2.60191 3.60631 0.508
C 0.36750 -3.26678 -2.96217 0.736
C 0.43029 -2.62422 0.00724 -0.703
O 4.86758 1.38449 0.58564 -0.710
H -1.51542 -3.75243 -3.87094 0.288
C 2.47058 1.30995 0.89301 0.817
C -4.96540 -2.83374 -1.77136 -0.632
H -0.13816 -4.20856 2.59767 0.267
O 0.34464 1.38020 1.80564 -1.055
H -2.65598 -0.55008 -2.68156 0.350
H 1.90959 -5.41378 -5.81980 0.359
O 1.99142 0.68159 -0.15538 -0.692
C -2.76387 -3.55182 -1.13058 -0.029
C -0.44017 -3.87731 -3.92324 -0.292
C -2.80364 2.17129 -1.34514 0.803
Si -0.35263 -2.12400 -1.63651 -0.758
C 2.30430 -4.22345 -4.07648 -0.680
H -4.91030 1.98142 -1.67549 0.583
O -0.51349 5.29317 -4.00244 -0.671
C 0.20237 -0.38731 -1.89069 -0.604
C -4.42717 -1.67830 -2.31671 -0.546
N 0.26565 -1.57798 1.04459 1.871
Fe 0.12077 0.42829 -0.04144 0.482
C 1.48049 -4.82026 -5.02135 -0.422
C 1.74982 -3.45514 -3.06340 -0.655
```

Results
- HOMO energy (spin up / spin down): -0.71 / -3.33 eV
- Orbital gap (spin up / spin down): 4.4 / 7.1 eV
- 2S+1: 5
- Total charge: -2
- Expectation value of S²: 6.229

Here is a 2-piece molecular cluster, C4H6O2 overall from the Open Molecules 2025 dataset. Energies are from ωB97M-V with the def2-TZVPD basis set.

Structure (XYZ):
```
12
Properties=species:S:1:pos:R:3:mulliken_charge:R:1
C -1.90010 -0.42363 -0.61943 -0.387
O 1.56798 1.29629 -0.02129 -0.396
H -1.82880 0.99095 1.40149 0.346
O 2.31256 -0.83377 0.11371 -0.472
H 0.71574 0.87177 0.20858 0.283
C -1.56489 0.21917 0.69443 -0.346
C -0.83075 -0.79804 0.36780 -0.452
H -0.00602 -1.46328 0.57667 0.463
H -1.62809 0.07263 -1.55436 0.182
H 3.46225 0.77517 -0.37323 0.338
C 2.49371 0.34006 -0.09356 0.226
H -2.79358 -1.04732 -0.70081 0.215
```

Results
- HOMO energy: -9.85 eV
- Orbital gap: 10.8 eV
- 2S+1: 1
- Structure (SMILES): C1=CC1.O=CO

Here is a 13-piece molecular cluster, C46H91Br26ClFN3O5P2S overall from the Open Molecules 2025 dataset. Energies are from ωB97M-V with the def2-TZVPD basis set.

Structure (XYZ):
```
176
Properties=species:S:1:pos:R:3:mulliken_charge:R:1
Br 0.25191 -3.52086 9.02724 -0.098
C -1.72945 0.93609 -6.60823 -0.779
C 0.36374 -1.79938 -3.59901 -0.156
Br 3.53986 -11.03942 5.91963 -0.131
H 3.14968 0.01776 -9.26689 0.313
Br -3.54162 4.50223 -6.31905 -0.128
H -6.07664 -2.31991 -1.95881 0.432
C 3.99220 -5.21245 9.30455 -0.674
H 9.17283 6.41308 -8.86361 0.345
C -6.67288 -0.07861 -4.40447 -1.477
H -6.22110 0.90667 -4.51101 -0.018
C -4.06287 -0.92888 4.62744 -0.339
H -1.30026 -1.01137 -6.34962 0.136
C -0.28090 1.66674 3.61356 -0.174
C -5.71764 -1.39308 -2.41809 -1.631
H 0.11085 1.99269 -6.73591 0.462
H 0.84740 -9.95417 5.43048 0.227
C 3.71316 2.71250 -2.93002 0.733
H 9.06827 6.74922 -10.60171 0.390
C 0.69690 -11.02047 5.56791 -0.460
C 2.05735 1.48945 10.36152 -0.640
C 6.34076 2.72697 0.96291 -0.677
C -7.19685 0.71853 -2.03507 -1.461
H -2.27651 3.22556 11.42959 0.353
H -6.14939 -0.85651 -4.95971 0.447
H 1.80178 -0.92955 6.64832 0.219
Br -3.27554 -7.28386 8.07188 -0.163
H 1.29439 3.15593 3.42274 0.451
H -0.08526 -2.47367 -2.86956 0.279
C -1.67735 -8.09168 8.83839 -0.426
H -2.52774 1.13780 1.19010 0.997
H 5.66793 3.30712 -6.46885 0.361
H 2.02866 1.91679 -4.66173 -0.487
Cl 0.40825 -0.19703 -1.31569 -0.311
H 3.48531 0.66028 -2.82639 0.479
Br 0.10881 0.98343 1.82922 -0.020
H -2.51248 -0.50073 -5.36728 0.309
Br 1.34335 -1.00178 -7.93134 -0.010
H -1.58636 -9.08182 8.40463 0.184
H 4.36698 -7.32530 8.97902 0.350
N 0.51788 2.86434 -0.63568 -0.489
H 1.31550 1.80996 -8.80394 -0.435
H 4.81746 -4.77558 8.74492 0.399
H 1.42225 -1.63239 -3.39102 0.281
H -1.15812 2.29556 3.49421 0.260
Br 3.02596 2.23085 -7.18301 0.009
H 8.41131 3.25190 1.13282 0.350
H -7.51171 0.37387 -1.04887 0.320
C -5.18727 3.56018 -6.75871 -0.270
H -7.99147 1.28847 -2.52724 0.433
C 2.09137 -0.10102 -9.48925 -0.583
Br 2.49327 -5.25552 8.06627 -0.020
C 4.66156 1.38606 -6.54272 -0.362
C 7.33550 5.75513 -9.74965 -0.094
H 1.27490 4.05083 -2.59190 0.305
Br -3.16356 1.69931 5.28700 -0.100
H 5.31974 -6.58729 10.28161 0.381
Br 4.67179 3.53232 0.37139 -0.127
O -3.79571 1.17055 -4.30746 -0.106
H 1.25035 3.44217 10.00326 0.370
H 0.30019 4.03580 -6.55393 0.179
H 0.55426 3.03442 5.03174 0.344
C -0.39425 1.42440 -5.95064 0.143
H -1.88387 -8.17913 9.90306 0.396
C 4.35368 -6.59427 9.78065 -0.614
H 6.70775 1.90111 -6.18494 0.539
H 3.20244 3.58165 -3.34398 0.082
H 6.80060 6.60715 -9.33448 0.341
H 0.36686 -7.57585 9.23205 0.187
S -2.83513 1.82139 -3.45988 0.525
C 0.86818 2.47397 4.15163 -0.651
H 0.72767 -0.78541 8.05038 -0.116
O -0.38055 -0.60518 -3.80670 0.594
C 0.34468 -2.56492 -4.93888 -0.858
H -0.16215 -11.34247 4.98304 0.348
H -3.16330 3.11526 12.96163 0.370
H 4.49598 1.20958 -5.48303 -0.006
C 1.01787 -1.42059 7.22224 -0.195
H 2.01838 1.82677 -10.42867 0.386
H 1.75004 0.30496 -4.13970 0.003
Br -1.36726 1.42369 12.88975 -0.142
C -4.60559 0.43034 4.97992 -0.694
C 7.52146 3.58750 0.60469 -0.530
C 2.80141 1.50938 -2.71601 -1.285
Br 1.42755 -0.31371 10.74959 -0.128
H -7.67306 -0.01313 -4.85269 0.470
H -7.77566 -1.11725 -2.92803 0.435
H -3.51208 -2.32993 -2.10734 0.687
H -4.49667 -2.01748 0.32929 0.394
C -3.83721 1.71905 11.47621 -0.595
Br 0.17618 -11.27684 7.42225 -0.128
H -2.75830 -1.54703 -0.77058 0.395
C -2.76142 2.54735 12.12525 -0.617
C -6.87946 -0.48473 -2.92870 0.914
C 1.46251 -2.79554 7.65291 -0.923
H -6.35622 1.41359 -1.96932 0.206
H -5.17536 3.45126 -7.84150 0.451
H 1.34241 3.35573 -0.30718 0.146
Br 2.32228 1.33426 4.77071 -0.178
C 8.81095 6.04185 -9.82015 -0.584
C 5.85447 2.27502 -6.74619 -0.673
O -2.59448 -0.64909 -2.69940 0.319
N -2.12749 -0.43274 -6.30295 -0.469
H -0.52837 0.81538 4.23807 -0.052
H -5.16243 0.38478 5.91370 0.407
C 1.70041 1.33706 -3.79451 0.280
H 2.45068 1.46701 -1.68637 0.532
Br 6.42460 2.27988 -8.60948 -0.230
P 0.27426 3.95930 -5.14572 0.175
C -0.46074 -7.23731 8.61006 -0.277
C 0.92175 2.40473 9.98932 0.040
H -3.23687 -1.23223 5.26166 -0.020
H 1.61021 3.93122 -4.70789 0.058
Br 0.30007 2.08840 8.17478 -0.054
O -1.87296 2.69185 -4.37979 0.357
H -1.52177 0.92148 -7.68505 0.377
C -5.09994 -1.15435 0.04327 -1.708
H 2.04883 -11.86552 4.13674 0.350
H -0.97685 3.77620 -2.31213 0.004
H -7.30016 3.91261 -6.76822 0.367
H 6.38795 1.73769 0.51946 0.390
Br -3.24889 1.02945 9.75456 -0.067
O -3.50824 2.71470 -2.56240 -0.657
C 1.44318 1.24000 -9.71526 -0.040
H 4.30404 2.92130 -2.03826 -0.621
H 1.11841 -2.18721 -5.60476 -0.095
C -0.39772 0.37773 -2.82131 0.487
H -5.13811 -1.69764 -3.29510 0.395
H -4.84947 -1.67893 4.67700 0.386
H -4.71035 2.33107 11.26007 0.335
H 0.05975 2.28879 10.63755 -0.309
Br 0.18612 -7.38581 6.78212 -0.133
H 1.48299 -3.49486 6.83519 0.679
H 2.53299 1.83173 11.27840 0.392
H -5.11816 2.57885 -6.29550 -0.037
C -1.97067 0.53938 -2.39537 1.003
H -4.13318 0.86535 12.07720 0.368
H 1.97351 -0.77451 -10.33170 0.484
Br -6.67455 4.18970 -4.39756 -0.142
H 2.80538 1.39847 9.58026 0.390
C -3.31826 -1.33693 -1.68588 -2.594
P 0.27602 3.15636 -2.16021 0.009
Br 3.08990 -7.23917 11.11315 -0.160
H 7.35480 4.63997 0.80944 0.359
H 2.43325 -2.74585 8.12764 0.493
C -6.40201 4.33111 -6.31872 -0.627
C -0.54138 2.27130 -4.64942 -0.396
H -6.14864 -1.45560 0.07315 0.440
H -0.66370 -2.49006 -5.34567 0.241
Br -0.32413 1.05460 -10.51551 -0.165
C 0.24240 1.70320 -3.37233 0.864
H 6.24647 2.63406 2.04278 0.363
H -0.63910 -6.18385 8.79256 0.215
Br 7.95762 3.44002 -1.28596 -0.141
N -0.51827 5.19918 -4.60466 -0.776
H -4.61972 0.33308 -1.52736 -0.340
C -2.08271 0.99881 -1.01441 -2.019
F 4.64245 2.32635 -3.93928 -0.375
H 0.52497 -3.61630 -4.70526 0.576
H 7.10180 4.86603 -9.17148 -0.155
H -4.91695 -0.30525 0.69277 0.217
Br -3.41307 -0.96870 2.79614 0.010
C -4.73420 -0.74370 -1.41321 2.642
Br 9.83806 4.42412 -10.16167 -0.139
H -5.23545 0.85635 4.20558 0.407
C -2.24680 1.10455 0.16420 -0.846
H 3.71178 -4.54308 10.11434 0.387
H -6.33913 5.38895 -6.55280 0.411
H -2.55508 1.63001 -6.47169 -0.125
C 1.91046 -11.83748 5.21538 -0.595
H 1.86448 -12.85093 5.60036 0.377
Br 6.57409 5.49012 -11.52057 -0.115
H 0.22033 0.53634 -5.81755 -0.256
Br -0.50834 -1.50944 6.01844 -0.111
H 4.74399 0.43394 -7.05906 0.588
H -0.85049 5.76402 -5.37757 0.318
```

Results
- HOMO energy: -8.30 eV
- Orbital gap: 8.4 eV
- 2S+1: 1

So what do the calculations give for electronic energy? Going down the list: -101840.93353, -8337.57923, -1929636.46194 eV.
So what do the calculations give for relative energy (zero: lowest compared OMol25 entry of this formula, charge and spin)? Going down the list: 0.0, 66.5, 0.0 kcal per mole.
So what do the calculations give for maximum force? Going down the list: 0.55, 0.57, 3.94 eV/A.